(1)
{
  "formula": "C5H9O3Tl",
  "method": "ωB97M-V/def2-TZVPD",
  "homo_lumo_gap_ha": 0.2675,
  "spin_multiplicity": 1,
  "energy_ev": -16162.977,
  "charge": 0,
  "de_lowest_ev": 3.077,
  "elements": ["H", "O", "O", "C", "O", "C", "C", "H", "H", "H", "H", "H", "Tl", "C", "C", "H", "H", "H"],
  "positions_angstrom": [[-2.660, 0.010, -0.257], [0.664, -0.245, 1.184], [-0.989, -1.586, 1.320], [-0.125, -1.148, 0.528], [-0.236, -0.973, -0.717], [1.826, 0.281, 0.529], [2.698, 0.912, 1.587], [2.353, -0.527, 0.005], [1.496, 1.005, -0.229], [2.893, 0.208, 2.408], [3.654, 1.211, 1.136], [2.210, 1.794, 2.022], [-1.497, -0.110, 2.880], [-2.280, -0.428, -1.589], [-2.471, 0.226, -2.734], [-2.595, -1.472, -1.512], [-3.132, -0.188, -3.499], [-1.808, 1.029, -3.061]],
  "forces_ev_per_a": [[2.49, -0.59, -3.74], [1.76, -0.03, 1.11], [-0.74, -2.38, 0.44], [-1.88, 3.83, -3.83], [1.67, -2.14, 2.04], [-0.16, 0.00, -0.41], [0.06, 0.15, 0.16], [-0.21, 0.12, 0.16], [0.15, -0.15, 0.15], [0.03, 0.10, -0.29], [-0.23, 0.01, 0.21], [0.17, -0.14, -0.14], [-0.06, 0.39, 0.40], [-3.72, 0.04, 3.93], [1.08, 0.28, -0.39], [-0.35, 0.35, -0.10], [0.95, -0.65, -0.23], [-1.02, 0.80, 0.53]]
}

---

(2)
{
  "formula": "C5H9O6",
  "method": "ωB97M-V/def2-TZVPD",
  "homo_lumo_gap_ha": 0.2635,
  "spin_multiplicity": 1,
  "energy_ev": -17618.101,
  "charge": -1,
  "de_lowest_ev": 0.000,
  "elements": ["O", "C", "O", "O", "H", "C", "C", "O", "C", "O", "O", "C", "H", "H", "H", "H", "H", "H", "H", "H"],
  "positions_angstrom": [[-1.547, -2.007, -2.235], [-2.317, -3.090, -1.761], [-3.550, -2.970, -2.030], [-1.742, -4.002, -1.155], [-2.290, -1.593, -2.704], [1.656, -0.945, 1.393], [1.181, -0.416, 0.052], [0.558, 0.867, 0.205], [1.346, 1.907, 0.470], [2.546, 1.904, 0.489], [0.636, 3.015, 0.706], [-0.795, 2.983, 0.608], [2.098, -0.108, 1.938], [2.443, -1.697, 1.350], [0.813, -1.379, 1.928], [0.389, -1.055, -0.337], [1.951, -0.357, -0.715], [-1.192, 2.105, 1.111], [-1.103, 2.941, -0.433], [-1.078, 3.896, 1.121]],
  "forces_ev_per_a": [[-0.29, -0.04, -0.19], [-1.19, -1.12, 0.55], [0.75, 0.16, -0.05], [0.36, 0.61, -0.21], [0.44, 0.46, -0.03], [0.22, 0.43, 0.16], [-0.03, -0.87, -0.31], [-0.20, 0.25, 0.13], [-0.13, -0.20, -0.27], [0.10, 0.02, 0.07], [0.15, 0.07, -0.03], [0.42, -0.24, 0.28], [-0.15, -0.14, 0.23], [-0.10, -0.11, -0.43], [0.03, 0.13, 0.19], [-0.03, 0.10, -0.13], [0.18, 0.16, 0.19], [-0.08, 0.07, 0.11], [-0.07, 0.22, -0.04], [-0.39, 0.03, -0.22]]
}